Entry 1:
9
Properties=species:S:1:pos:R:3 method="wB97M-V/def2-TZVPD" total_charge=0 fmax_ev_per_a=5.2 gap_ev=9.30 homo_energy_ev=-8.5 e_lumo_ev=0.829 relative_energy_kj_mol=321.9 e_tot_ha=-321.2551
H 2.253 -0.708 0.257
C -1.050 -0.820 -0.174
C -0.381 1.164 -0.117
O 2.009 0.175 -0.136
H -1.700 -1.626 -0.316
N 0.181 -1.116 0.135
H -0.525 2.319 0.403
C 0.723 0.217 -0.057
O -1.511 0.396 0.003

=====

Entry 2:
9
Properties=species:S:1:pos:R:3 method="wB97M-V/def2-TZVPD" total_charge=0 fmax_ev_per_a=1.3 gap_ev=11.95 homo_energy_ev=-11.3 e_lumo_ev=0.651 relative_energy_kj_mol=190.6 e_tot_ha=-321.3051
C -0.601 -0.912 -0.268
H 1.777 1.167 -0.739
H -1.220 -1.353 -1.049
C 1.217 0.468 -0.108
N -1.387 1.524 -0.140
H -0.456 -1.624 0.551
C -1.218 0.394 0.038
O 0.642 -0.515 -0.859
O 1.040 0.587 1.071

=====

Entry 3:
9
Properties=species:S:1:pos:R:3 method="wB97M-V/def2-TZVPD" total_charge=0 fmax_ev_per_a=2.6 gap_ev="8.32 / 7.86" homo_energy_ev="-9.7 / -8.8" e_lumo_ev="-1.386 / -0.962" relative_energy_kj_mol=472.7 e_tot_ha=-321.1976
O -0.077 -0.068 -1.613
O 1.075 1.140 1.467
C 0.829 1.074 0.280
C -0.682 -0.879 0.644
N -1.204 -1.046 1.728
C -0.107 0.102 -0.285
H -0.119 -1.730 0.161
H 1.224 1.797 -0.459
H -0.938 -0.390 -1.922

=====

Entry 4:
9
Properties=species:S:1:pos:R:3 method="wB97M-V/def2-TZVPD" total_charge=0 fmax_ev_per_a=1.4 gap_ev=10.73 homo_energy_ev=-10.2 e_lumo_ev=0.494 relative_energy_kj_mol=179.7 e_tot_ha=-321.3092
N -1.243 -0.289 -0.118
H -0.318 1.564 -0.256
O 3.106 -0.941 -0.650
C -0.975 0.806 -0.695
H -1.418 1.020 -1.668
H -1.400 -0.711 1.914
C 2.360 -0.134 -0.939
C -0.648 -0.578 1.116
O 0.536 -0.737 1.297

=====

Entry 5:
9
Properties=species:S:1:pos:R:3 method="wB97M-V/def2-TZVPD" total_charge=0 fmax_ev_per_a=1.2 gap_ev=11.73 homo_energy_ev=-11.8 e_lumo_ev=-0.018 relative_energy_kj_mol=148.3 e_tot_ha=-321.3212
H -1.278 0.323 1.161
H -2.201 -0.403 -0.186
O 1.432 1.427 -1.383
H -0.715 -1.200 0.404
C -1.207 -0.239 0.227
O -0.509 0.538 -0.754
C 1.521 -0.221 0.260
N 2.144 -0.890 0.968
C 0.813 0.665 -0.696

=====

Entry 6:
9
Properties=species:S:1:pos:R:3 method="wB97M-V/def2-TZVPD" total_charge=0 fmax_ev_per_a=0.5 gap_ev=9.68 homo_energy_ev=-8.9 e_lumo_ev=0.756 relative_energy_kj_mol=56.1 e_tot_ha=-321.3563
O -1.822 -1.076 1.242
C 0.911 0.121 -0.467
N 0.276 -0.911 0.225
H 0.173 2.165 -0.808
C 0.117 1.187 -0.363
C -0.948 -0.468 0.684
H 0.429 -1.894 0.063
O -1.005 0.870 0.370
H 1.869 0.006 -0.947

=====

Entry 7:
10
Properties=species:S:1:pos:R:3 method="wB97M-V/def2-TZVPD" total_charge=0 fmax_ev_per_a=4.8 gap_ev="7.34 / 8.06" homo_energy_ev="-8.9 / -8.8" e_lumo_ev="-1.522 / -0.783" relative_energy_kj_mol=667.7 e_tot_ha=-719.3260
N 0.398 1.381 -0.113
C -0.879 -0.868 -0.147
C 1.189 -0.065 0.587
C 0.273 -1.071 0.583
O -2.054 1.149 -1.365
O 1.053 2.353 -0.415
H 0.427 -1.979 1.154
S -0.770 0.493 -1.231
H 2.088 0.132 1.124
H -1.726 -1.525 -0.176

=====

Entry 8:
10
Properties=species:S:1:pos:R:3 method="wB97M-V/def2-TZVPD" total_charge=0 fmax_ev_per_a=6.7 gap_ev="7.42 / 8.06" homo_energy_ev="-8.4 / -8.3" e_lumo_ev="-0.930 / -0.197" relative_energy_kj_mol=907.6 e_tot_ha=-719.2346
C 1.851 -1.039 -0.653
C 0.317 -0.265 0.929
S 0.782 -0.890 -3.480
H -0.498 -0.558 0.459
C 0.031 -0.131 -2.036
H -0.464 0.797 -1.662
O 1.684 -0.061 -4.181
O 1.583 -0.506 0.527
H 0.310 -0.094 2.060
N 0.977 -0.951 -1.619

=====

Entry 9:
10
Properties=species:S:1:pos:R:3 method="wB97M-V/def2-TZVPD" total_charge=0 fmax_ev_per_a=4.6 gap_ev=8.50 homo_energy_ev=-8.3 e_lumo_ev=0.164 relative_energy_kj_mol=307.5 e_tot_ha=-719.4631
O 0.284 1.287 0.137
H -0.462 -1.667 0.702
C 0.810 0.097 0.233
O -2.623 -0.916 -0.108
S 2.339 -0.379 -0.132
C -1.526 -0.011 -0.119
H -3.368 -0.377 0.047
C -1.121 1.249 -0.023
N -0.308 -0.723 0.150
H -1.707 2.197 -0.468

=====

Entry 10:
11
Properties=species:S:1:pos:R:3 method="wB97M-V/def2-TZVPD" total_charge=0 fmax_ev_per_a=4.8 gap_ev=8.66 homo_energy_ev=-8.9 e_lumo_ev=-0.270 relative_energy_kj_mol=163.4 e_tot_ha=-1117.6639
O -0.437 -0.545 1.099
H 1.254 -1.218 1.966
O 0.457 0.369 -0.785
C 0.952 -0.325 1.297
H 1.216 0.546 2.040
C 1.492 0.029 -0.019
C -0.688 -0.062 -0.091
N -1.812 0.051 -0.547
S -2.049 0.732 -2.111
H -3.348 0.339 -2.273
S 2.962 0.085 -0.577